[1]
C39H67BCl3CsF5N5O6P2Si | ωB97M-V/def2-TZVPD

Each line ends with the Mulliken charge.
CARTESIAN COORDINATES (ANGSTROEM)
Cs1 -0.185 -1.332 -1.461  0.233
C1 3.556 3.726 1.538  -1.449
C2 3.097 4.299 0.194  2.111
C3 4.390 4.093 -0.662  -1.851
C4 2.663 5.720 0.177  -1.948
P1 1.671 3.155 -0.314  0.325
C5 0.102 3.546 0.781  -0.933
N1 0.144 3.327 2.210  -0.436
B1 0.533 2.103 2.969  0.775
N2 0.569 2.662 4.349  0.407
C6 0.480 1.571 5.330  -1.282
P2 0.396 0.211 3.906  -0.176
C7 1.914 -0.867 4.404  2.496
C8 1.973 -2.110 3.510  -2.005
C9 3.116 0.027 4.149  -1.541
C10 1.897 -1.280 5.878  -1.702
C11 -1.229 -0.655 4.362  2.155
C12 -1.273 -0.902 5.942  -1.564
C13 -2.328 0.147 3.717  -1.522
C14 -1.363 -2.056 3.677  -1.936
C15 0.081 3.934 4.360  0.088
C16 -0.159 4.738 5.502  -0.608
C17 -0.888 5.934 5.315  -0.517
C18 -1.182 6.380 4.005  -0.811
C19 -0.714 5.700 2.869  -0.951
C20 -0.184 4.398 3.043  0.902
C21 0.988 3.823 -2.049  2.344
C22 2.123 4.002 -3.066  -2.025
C23 0.228 5.195 -1.900  -1.814
C24 0.068 2.628 -2.495  -1.481
H1 4.252 4.413 2.107  0.469
H2 2.653 3.623 2.278  0.198
H3 4.071 2.729 1.469  0.300
H4 5.170 4.583 -0.055  0.566
H5 4.691 3.050 -0.812  0.332
H6 4.439 4.659 -1.618  0.333
H7 1.789 5.866 0.840  0.277
H8 3.455 6.332 0.629  0.510
H9 2.476 6.180 -0.796  0.268
H10 -0.198 4.565 0.511  0.247
H11 -0.618 2.852 0.388  0.187
H12 1.429 1.469 5.927  0.292
H13 -0.426 1.561 5.904  0.601
H14 1.799 -2.020 2.435  0.326
H15 2.985 -2.505 3.480  0.599
H16 1.355 -2.923 3.896  0.171
H17 3.052 0.432 3.074  0.016
H18 3.296 0.886 4.807  0.279
H19 4.038 -0.605 4.159  0.575
H20 1.179 -2.058 6.149  0.278
H21 2.905 -1.832 6.055  0.438
H22 1.828 -0.395 6.560  0.233
H23 -0.501 -0.285 6.538  0.325
H24 -2.288 -0.688 6.336  0.310
H25 -0.957 -1.961 6.212  0.298
H26 -2.205 1.245 3.640  0.243
H27 -2.337 -0.156 2.697  0.382
H28 -3.321 -0.005 4.223  0.384
H29 -0.851 -2.889 4.149  0.463
H30 -2.450 -2.284 3.740  0.492
H31 -1.122 -1.878 2.608  0.295
H32 0.253 4.453 6.501  0.370
H33 -1.239 6.521 6.162  0.355
H34 -1.716 7.300 3.806  0.368
H35 -0.939 6.063 1.863  0.318
H36 2.660 4.945 -3.021  0.344
H37 2.866 3.169 -3.097  0.350
H38 1.635 3.974 -4.060  0.518
H39 0.604 5.826 -1.113  0.320
H40 0.264 5.876 -2.831  0.335
H41 -0.843 5.045 -1.708  0.358
H42 0.618 1.779 -2.943  0.236
H43 -0.633 2.318 -1.640  -0.058
H44 -0.555 2.909 -3.343  0.459
O1 2.653 -1.002 0.394  -0.341
H45 3.426 -0.498 0.681  0.174
H46 3.029 -1.730 -0.143  0.227
O2 -2.575 0.681 -1.293  -0.310
H47 -3.018 1.569 -1.466  0.186
H48 -3.189 0.047 -1.741  0.389
O3 -2.651 -1.457 0.488  -0.373
H49 -2.882 -0.511 0.233  0.214
H50 -3.320 -2.006 0.019  0.298
O4 2.411 -2.926 -1.626  -0.677
H51 2.837 -3.764 -1.452  0.027
H52 2.854 -2.558 -2.685  -0.013
Cl1 2.854 -6.015 1.088  -0.312
Si1 1.905 -5.802 2.999  0.096
Cl2 0.113 -6.922 3.015  -0.350
Cl3 3.074 -7.017 4.209  -0.345
F1 3.706 -0.678 -3.543  -0.359
C25 3.068 -1.870 -3.794  0.648
F2 1.883 -1.772 -4.451  -0.235
C26 3.997 -2.613 -4.769  0.562
F3 4.358 -1.712 -5.776  -0.305
F4 3.323 -3.664 -5.374  -0.198
F5 5.121 -3.107 -4.229  -0.258
C27 -1.576 -0.824 -5.288  -1.019
C28 -1.531 -2.231 -4.615  -0.113
O5 -2.011 -2.381 -3.488  -0.512
C29 -0.855 -3.331 -5.378  0.758
C30 -0.538 -4.475 -4.684  -0.248
C31 0.187 -5.477 -5.332  -0.481
C32 0.756 -5.221 -6.551  -0.656
C33 0.349 -4.111 -7.283  -0.427
C34 -0.486 -3.166 -6.701  -0.314
H53 -0.581 -0.366 -5.382  0.360
H54 -2.275 -0.243 -4.680  0.185
H55 -1.989 -0.651 -6.332  0.283
H56 -0.912 -4.592 -3.616  0.132
H57 0.421 -6.397 -4.844  0.365
H58 1.467 -5.860 -7.054  0.364
H59 0.570 -3.870 -8.319  0.329
H60 -0.863 -2.312 -7.273  0.186
C35 -6.334 -1.731 -3.890  -0.935
N3 -5.909 -2.591 -2.788  0.131
C36 -6.507 -3.786 -2.541  -0.128
C37 -5.871 -4.712 -1.766  -0.857
C38 -4.628 -4.229 -1.104  0.605
N4 -4.218 -2.980 -1.177  -0.250
C39 -4.764 -2.141 -2.079  0.398
O6 -4.427 -0.973 -2.287  -0.818
N5 -3.790 -5.112 -0.475  -0.421
H61 -5.434 -1.364 -4.456  0.225
H62 -6.920 -0.879 -3.485  0.264
H63 -6.986 -2.305 -4.558  0.388
H64 -7.392 -3.939 -3.063  0.411
H65 -6.234 -5.722 -1.665  0.357
H66 -3.942 -6.101 -0.505  0.219
H67 -2.800 -4.853 -0.475  0.227

molecular weight	1137.09	g mol⁻¹
LUMO (alpha / beta)	3.00 / 3.04	eV
strongest force on any atom	4.7	eV/A
net charge	-2
frontier orbital gap (alpha / beta)	4.19 / 2.42	eV

---

[2]
C49H32BrN5Sn | ωB97M-V/def2-TZVPD

Each line ends with the Mulliken charge.
CARTESIAN COORDINATES (ANGSTROEM)
Sn1 0.220 -0.362 -0.541  0.795
C1 -5.163 4.357 -3.626  -0.446
C2 -4.298 3.490 -4.282  -0.928
C3 -3.300 2.840 -3.585  -0.077
C4 -3.199 2.985 -2.194  0.094
C5 -4.093 3.842 -1.539  -0.332
C6 -5.045 4.540 -2.255  -0.889
C7 -2.185 2.220 -1.467  1.277
C8 -2.626 1.313 -0.471  0.491
C9 -3.984 1.190 -0.032  -1.216
C10 -3.996 0.256 0.957  -1.488
C11 -2.650 -0.214 1.101  0.366
C12 -2.222 -1.109 2.100  1.491
C13 -3.236 -1.643 3.008  -0.093
C14 -3.158 -1.372 4.381  -0.185
C15 -4.139 -1.828 5.236  -0.939
C16 -5.183 -2.605 4.754  -0.477
C17 -5.245 -2.915 3.401  -0.958
C18 -4.297 -2.418 2.529  -0.156
C19 -0.889 -1.496 2.356  0.529
N1 0.197 -1.069 1.672  -0.101
C20 1.277 -1.693 2.206  0.181
C21 2.617 -1.402 1.898  2.588
C22 3.638 -2.251 2.534  -0.978
C23 3.912 -3.511 2.002  0.398
C24 4.868 -4.323 2.581  -0.934
C25 5.514 -3.920 3.739  -0.462
C26 5.223 -2.683 4.292  -0.887
C27 4.317 -1.837 3.682  0.171
C28 3.046 -0.331 1.096  -0.200
C29 4.414 0.059 0.939  -1.435
C30 4.422 1.111 0.079  -1.311
C31 3.059 1.364 -0.284  0.522
N2 2.248 0.475 0.342  -0.136
C32 2.661 2.373 -1.192  1.705
C33 1.332 2.617 -1.616  0.460
C34 0.919 3.734 -2.418  -1.346
C35 -0.432 3.653 -2.535  -1.141
C36 -0.843 2.508 -1.776  0.043
N3 0.248 1.897 -1.244  -0.071
C37 3.701 3.232 -1.737  0.035
C38 4.643 3.874 -0.916  -0.536
C39 5.631 4.660 -1.472  -0.840
C40 5.714 4.812 -2.851  -0.485
C41 4.788 4.184 -3.675  -0.900
C42 3.782 3.414 -3.128  -0.459
C43 0.860 -2.573 3.254  -1.745
C44 -0.490 -2.443 3.356  -1.258
N4 -1.846 0.440 0.215  0.055
H1 -5.924 4.883 -4.180  0.430
H2 -4.404 3.315 -5.343  0.421
H3 -2.630 2.165 -4.100  0.509
H4 -3.996 4.006 -0.477  0.602
H5 -5.702 5.229 -1.746  0.418
H6 -4.827 1.734 -0.409  0.648
H7 -4.846 -0.056 1.533  0.596
H8 -2.361 -0.748 4.756  0.541
H9 -4.094 -1.579 6.286  0.431
H10 -5.949 -2.960 5.425  0.433
H11 -6.037 -3.544 3.026  0.440
H12 -4.343 -2.661 1.478  0.508
H13 3.413 -3.831 1.103  0.111
H14 5.111 -5.266 2.118  0.449
H15 6.237 -4.568 4.205  0.421
H16 5.702 -2.369 5.207  0.437
H17 4.094 -0.871 4.111  0.529
H18 5.252 -0.400 1.420  0.552
H19 5.274 1.629 -0.311  0.633
H20 1.557 4.501 -2.807  0.604
H21 -1.077 4.320 -3.072  0.530
H22 4.545 3.802 0.158  0.647
H23 6.341 5.166 -0.833  0.420
H24 6.488 5.430 -3.280  0.437
H25 4.859 4.288 -4.747  0.422
H26 3.090 2.887 -3.767  0.604
H27 1.502 -3.186 3.858  0.586
H28 -1.134 -2.964 4.037  0.666
Br1 2.284 -3.106 -1.294  -0.086
C45 0.730 -3.990 -0.644  0.274
C46 0.750 -5.352 -0.386  -0.527
C47 -0.441 -5.940 0.013  -0.405
C48 -1.569 -5.143 0.149  -0.829
C49 -1.457 -3.785 -0.092  -0.260
N5 -0.326 -3.214 -0.486  0.137
H29 1.654 -5.928 -0.493  0.441
H30 -0.484 -7.001 0.210  0.446
H31 -2.516 -5.566 0.435  0.463
H32 -2.297 -3.116 0.022  0.528

molecular weight	889.44	g mol⁻¹
LUMO (alpha / beta)	-8.50 / -8.48	eV
strongest force on any atom	1.3	eV/A
net charge	+2
frontier orbital gap (alpha / beta)	4.32 / 4.36	eV

---

[3]
C2H3NO2 | ωB97M-V/def2-TZVPD

Each line ends with the Mulliken charge.
CARTESIAN COORDINATES (ANGSTROEM)
C1 1.940 -0.127 0.984  0.380
C2 0.570 -0.434 0.646  -0.291
N1 3.063 -0.064 1.130  -0.331
O1 -0.859 0.861 -0.741  -0.364
O2 0.167 1.001 0.150  -0.201
H1 0.510 -1.100 -0.103  0.256
H2 -0.199 -0.516 1.363  0.244
H3 -0.571 1.114 -1.558  0.307

molecular weight	73.05	g mol⁻¹
SMILES string	N#CCOO
LUMO	0.69	eV
strongest force on any atom	6.0	eV/A
energy relative to the best compared isomer or geometry (same formula, charge and spin)	454.7	kJ/mol
frontier orbital gap	11.41	eV